Molecular formula: C3HCl3N2
Method: DFT, the ωB97M-V functional and the def2-TZVPD basis

Element x y z (Å)
C (-0.2055, -0.3095, 1.7392)
C (0.1004, -0.0086, 0.5132)
C (0.8882, -0.3128, -0.6184)
N (-0.5967, -0.2356, 2.8322)
N (-2.2247, 0.7669, -0.2442)
Cl (0.1772, -1.8111, -1.4181)
Cl (0.9393, 1.0183, -1.8899)
Cl (2.6154, -0.5972, -0.2308)
H (-1.6935, 1.4897, -0.6833)

Forces on atoms 1 to 3 (eV/Å):
-0.13 -0.05 0.46
-0.11 0.87 -2.12
0.84 -0.71 -1.41

E_HOMO (alpha / beta): -0.3559 / -0.3530 Ha
Energy relative to the best compared isomer or geometry (same formula, charge and spin): 174.55 kcal per mole
Frontier orbital gap (alpha / beta): 6.2997 / 6.1077 eV
LUMO energy (alpha / beta): -0.1244 / -0.1286 Eh

***

Molecular formula: C3HClI2O2
Method: DFT, the ωB97M-V functional and the def2-TZVPD basis

Element x y z (Å)
C (-0.0888, 0.5492, -0.1805)
C (-0.7528, 0.3283, 1.2372)
C (0.8917, -0.5233, -0.6720)
O (0.0499, 1.7013, -0.6761)
O (-0.5115, -0.4780, 2.0423)
Cl (-1.9778, 1.4773, 1.4909)
I (0.4156, -2.5274, -0.2115)
I (2.4359, -0.1260, -2.0386)
H (-0.4623, -0.4016, -0.9917)

Forces on atoms 1 to 3 (eV/Å):
3.81 2.30 -0.42
-0.48 0.52 -1.77
-2.84 0.10 0.53

E_HOMO: -0.3466 Ha
Energy relative to the best compared isomer or geometry (same formula, charge and spin): 52.39 kcal per mole
Frontier orbital gap: 8.0985 eV
LUMO energy: -0.0490 Eh

***

Molecular formula: C3HClN4O3
Method: DFT, the ωB97M-V functional and the def2-TZVPD basis

Element x y z (Å)
C (1.6547, -0.7551, -0.4727)
C (1.0672, 1.4288, 0.1234)
C (3.0490, -0.9156, -0.7895)
N (0.4818, -1.0271, -0.4269)
N (-0.1365, 1.0527, 0.3168)
N (-0.4596, -0.2193, 0.0909)
N (1.9063, 2.4583, 0.3290)
O (3.6509, -0.8894, -1.8121)
O (2.4355, 2.6983, 1.3925)
O (2.1676, 3.0241, -0.7150)
Cl (3.9220, -0.7072, 0.7313)
H (-1.2264, -0.4087, -0.4549)

Forces on atoms 1 to 3 (eV/Å):
-1.02 3.28 0.11
-3.44 -6.93 0.18
1.45 0.92 0.28

E_HOMO: -0.3686 Ha
Energy relative to the best compared isomer or geometry (same formula, charge and spin): 103.46 kcal per mole
Frontier orbital gap: 7.7944 eV
LUMO energy: -0.0821 Eh

***

Molecular formula: C3HClO
Method: DFT, the ωB97M-V functional and the def2-TZVPD basis

Element x y z (Å)
C (1.2212, -0.8662, 0.6731)
C (1.9918, -1.6408, 1.1324)
C (-0.9164, 0.4854, -0.4778)
O (-1.9826, -0.0064, -0.3475)
Cl (-0.5943, 2.0641, -1.1692)
H (0.2803, -0.0361, 0.1890)

Forces on atoms 1 to 3 (eV/Å):
-5.01 4.78 -2.88
3.58 -3.56 2.11
-2.10 -0.11 0.71

E_HOMO (alpha / beta): -0.3708 / -0.3691 Ha
Energy relative to the best compared isomer or geometry (same formula, charge and spin): 153.76 kcal per mole
Frontier orbital gap (alpha / beta): 5.7369 / 5.6789 eV
LUMO energy (alpha / beta): -0.1599 / -0.1604 Eh

***

Molecular formula: C3HClO
Method: DFT, the ωB97M-V functional and the def2-TZVPD basis

Element x y z (Å)
C (-0.7254, -0.4087, -0.0216)
C (0.5936, -0.2179, -0.0006)
C (-0.2282, 0.9787, -0.0155)
O (-0.4743, 2.1261, -0.0179)
Cl (2.2796, -1.3498, -0.0034)
H (-1.4453, -1.1284, 0.0591)

Forces on atoms 1 to 3 (eV/Å):
3.00 1.51 0.23
1.73 -1.20 -0.26
0.12 -1.55 -0.03

SMILES: O=c1cc1Cl
E_HOMO: -0.3763 Ha
Energy relative to the best compared isomer or geometry (same formula, charge and spin): 17.82 kcal per mole
Frontier orbital gap: 9.6461 eV
LUMO energy: -0.0218 Eh

***

Molecular formula: C3HErFO2
Method: DFT, the ωB97M-V functional and the def2-TZVPD basis

Element x y z (Å)
F (2.0668, 0.3960, 1.7898)
O (-1.3906, 0.3570, -0.1638)
O (-2.0484, -1.7609, 0.3280)
C (-0.3167, 0.8812, -0.6978)
C (0.5754, 1.0181, -1.5155)
C (-1.2918, -0.8770, 0.6184)
H (1.5061, 1.3731, -1.9212)
Er (0.8992, -1.3876, 1.5619)

Forces on atoms 1 to 3 (eV/Å):
-2.16 -3.54 -0.23
-0.81 0.23 0.67
0.77 1.14 0.96

Total charge: +1
<S²>: 3.75
2S+1: 4
E_HOMO (alpha / beta): -0.4939 / -0.4939 Ha
Frontier orbital gap (alpha / beta): 6.1441 / 6.2647 eV
LUMO energy (alpha / beta): -0.2681 / -0.2637 Eh

***

Molecular formula: C3HEuO3
Method: DFT, the ωB97M-V functional and the def2-TZVPD basis

Element x y z (Å)
C (-0.9679, 0.6695, 1.1401)
C (-0.1811, -0.2430, 1.1985)
O (-1.5478, 1.8168, 0.8826)
H (-2.1727, 1.7469, 0.1489)
O (0.8883, -1.0957, 1.1048)
C (1.4878, -1.3655, -0.1067)
O (0.7796, -0.9925, -1.0762)
Eu (1.7137, -0.5364, -3.2922)

Forces on atoms 1 to 3 (eV/Å):
1.76 -1.20 -0.79
0.16 0.26 -0.57
-0.66 0.45 0.37

Total charge: +1
<S²>: 15.76
2S+1: 8
E_HOMO (alpha / beta): -0.4131 / -0.4138 Ha
Energy relative to the best compared isomer or geometry (same formula, charge and spin): 85.92 kcal per mole
Frontier orbital gap (alpha / beta): 4.7287 / 4.9322 eV
LUMO energy (alpha / beta): -0.2393 / -0.2325 Eh

***

Molecular formula: C3HF
Method: DFT, the ωB97M-V functional and the def2-TZVPD basis

Element x y z (Å)
C (-2.0236, -0.6063, -0.0839)
C (-0.8110, -0.3228, 0.1635)
C (0.4780, 0.1496, 0.0446)
F (0.9573, 1.4120, -0.0629)
H (1.3993, -0.6326, -0.0612)

Forces on atoms 1 to 3 (eV/Å):
-0.10 -0.18 0.06
2.93 2.32 -0.30
0.95 -2.52 -0.52

E_HOMO: -0.3982 Ha
Energy relative to the best compared isomer or geometry (same formula, charge and spin): 3.14 kcal per mole
Frontier orbital gap: 8.9229 eV
LUMO energy: -0.0703 Eh